No. 1
# C8H7O2P3

C8H7O2P3 in the gas phase (the ωB97M-V functional and the def2-TZVPD basis, the Open Molecules 2025 dataset).

The value obtained for the frontier orbital gap is 7.6 eV. Its charge is 0. The value obtained for the HOMO energy is -8.10 eV. The structure (SMILES) is Cc1pc(=O)oc2c1[C@H]1P3#P1[C@@H]3C2.

Positions of all 20 atoms, in Å:
1 C -0.010 -0.316 0.171
2 C 0.335 0.968 0.157
3 C 1.033 -1.336 0.000
4 C 2.652 0.872 -0.144
5 C -0.686 2.107 0.225
6 C -1.432 -0.660 0.198
7 C -2.151 1.752 -0.007
8 C 0.797 -2.759 -0.044
9 O 3.688 1.433 -0.365
10 O 1.529 1.578 0.048
11 P 2.678 -0.932 -0.128
12 P -2.861 0.269 0.883
13 P -2.583 0.215 -1.215
14 H -0.550 2.741 1.132
15 H -0.399 2.785 -0.661
16 H -1.559 -1.806 0.114
17 H -2.887 2.649 0.013
18 H 1.749 -3.300 -0.237
19 H 0.374 -3.182 -0.977
20 H 0.284 -3.079 0.837

Here are the Mulliken charges for atoms 1 to 8, given in e: number 1, C, carries -0.08; number 2, C, carries 0.96; number 3, C, carries 0.61; number 4, C, carries 0.47; number 5, C, carries -0.33; number 6, C, carries -0.61; number 7, C, carries -0.45; number 8, C, carries -1.57

No. 2
# C8H7O3

A gas-phase ion, C8H7O3 (charge +1) (the ωB97M-V functional and the def2-TZVPD basis, the Open Molecules 2025 dataset).

Its spin multiplicity is 3. As for the expectation value of S²: 2.015. The value obtained for the frontier orbital gap (spin up / spin down) is 8.4 / 6.5 eV. Its charge is +1. The value obtained for the HOMO energy (spin up / spin down) is -12.76 / -15.24 eV.

Positions of all 18 atoms, in Å:
1 C -0.601 -1.376 -0.475
2 C -0.520 -0.933 1.011
3 C -1.748 -0.712 -0.986
4 C -0.244 0.995 -0.049
5 C -1.184 0.484 0.974
6 C 0.440 -0.409 -0.041
7 C -1.712 0.550 -0.413
8 C 1.866 -0.645 0.094
9 O 2.662 0.442 -0.053
10 O 2.284 -1.783 0.397
11 O 2.391 1.854 -0.595
12 H -0.273 -2.408 -0.618
13 H -0.290 -1.653 1.857
14 H -2.401 -0.990 -1.802
15 H 0.322 1.948 -0.305
16 H -1.575 1.065 1.841
17 H 3.077 2.295 -0.059
18 H -2.494 1.276 -0.777

Here are the Mulliken charges for atoms 1 to 8, given in e: number 1, C, carries -0.51; number 2, C, carries -0.25; number 3, C, carries -0.65; number 4, C, carries -0.33; number 5, C, carries -0.26; number 6, C, carries 0.56; number 7, C, carries -0.43; number 8, C, carries 0.53

No. 3
# C8H8

C8H8 in the gas phase (the ωB97M-V functional and the def2-TZVPD basis, the Open Molecules 2025 dataset).

The value obtained for the frontier orbital gap (spin up / spin down) is 7.1 / 7.0 eV. Its charge is 0. The value obtained for the HOMO energy (spin up / spin down) is -7.66 / -7.60 eV.

Positions of all 16 atoms, in Å:
1 C 1.492 -1.046 2.066
2 C 1.366 -0.540 0.925
3 C -1.040 0.690 -0.584
4 C -1.385 -0.008 0.498
5 C -0.073 0.197 -1.664
6 C -1.889 -0.469 1.575
7 C 1.252 0.736 -1.308
8 C 1.671 0.354 0.035
9 H 1.413 -1.840 2.866
10 H -1.884 1.358 -0.874
11 H 0.017 -0.957 -1.655
12 H -0.445 0.640 -2.706
13 H -2.730 -1.042 1.789
14 H -1.255 -0.372 2.449
15 H 2.149 0.402 -1.987
16 H 1.342 1.897 -1.426

Here are the Mulliken charges for atoms 1 to 8, given in e: number 1, C, carries -0.65; number 2, C, carries -0.01; number 3, C, carries -0.56; number 4, C, carries 0.35; number 5, C, carries -0.23; number 6, C, carries -0.78; number 7, C, carries -0.42; number 8, C, carries 0.06

No. 4
# C8H8BNO9Pb3

A molecular structure, C8H8BNO9Pb3 (the ωB97M-V functional and the def2-TZVPD basis, the Open Molecules 2025 dataset).

The value obtained for the frontier orbital gap is 1.3 eV. Its charge is +4. The value obtained for the HOMO energy is -16.80 eV.

Positions of all 30 atoms, in Å:
1 Pb -9.782 -0.777 -1.969
2 Pb -6.127 2.633 2.425
3 Pb -6.176 -3.430 4.615
4 O 4.700 1.581 5.680
5 C 4.159 1.174 4.651
6 O 2.832 1.112 4.506
7 B 2.569 0.545 3.158
8 O 3.911 0.283 2.584
9 C 4.833 0.585 3.451
10 O 6.076 0.506 3.325
11 O 1.807 1.431 2.263
12 C 0.566 1.030 2.229
13 O -0.470 1.574 1.779
14 C 0.538 -0.455 2.795
15 O 1.802 -0.732 3.248
16 O -0.467 -1.201 2.751
17 O -6.557 -1.523 0.959
18 H -5.872 -2.000 0.452
19 C 1.701 0.104 -4.228
20 C 0.181 0.321 -4.344
21 C -0.547 -0.864 -3.803
22 C -1.987 -0.646 -3.769
23 N -3.136 -0.426 -3.766
24 H 2.310 0.801 -4.803
25 H 1.828 -0.937 -4.526
26 H 1.968 0.213 -3.177
27 H -0.151 0.537 -5.359
28 H -0.134 1.260 -3.890
29 H -0.043 -0.945 -2.840
30 H -0.332 -1.752 -4.397

Here are the Mulliken charges for atoms 1 to 8, given in e: number 1, Pb, carries 1.53; number 2, Pb, carries 1.30; number 3, Pb, carries 1.53; number 4, O, carries -0.32; number 5, C, carries 0.69; number 6, O, carries -0.34; number 7, B, carries 0.85; number 8, O, carries -0.31

No. 5
# C8H8BrNO2

C8H8BrNO2 in the gas phase (the ωB97M-V functional and the def2-TZVPD basis, the Open Molecules 2025 dataset).

The value obtained for the frontier orbital gap is 9.0 eV. Its charge is 0. The value obtained for the HOMO energy is -8.84 eV. The structure (SMILES) is CO/[N+]([O-])=C(\Br)c1ccccc1.

Positions of all 20 atoms, in Å:
1 C 3.074 -1.467 -0.466
2 C 2.660 -1.687 0.877
3 C 2.198 -0.908 -1.375
4 C 1.364 -1.351 1.191
5 C 0.932 -0.521 -0.992
6 C 0.533 -0.800 0.275
7 C -3.402 2.521 -0.073
8 C -0.845 -0.434 0.621
9 N -1.183 0.776 0.258
10 O -0.474 1.731 0.171
11 O -2.698 1.207 0.083
12 Br -2.295 -1.751 0.661
13 H 4.058 -1.731 -0.748
14 H 3.419 -1.941 1.611
15 H 2.526 -0.922 -2.420
16 H 0.888 -1.458 2.210
17 H 0.107 0.053 -1.488
18 H -3.968 2.501 -0.995
19 H -4.154 2.736 0.737
20 H -2.742 3.445 -0.137

Here are the Mulliken charges for atoms 1 to 8, given in e: number 1, C, carries -0.29; number 2, C, carries -0.63; number 3, C, carries -0.75; number 4, C, carries -0.17; number 5, C, carries -0.07; number 6, C, carries 0.78; number 7, C, carries -0.59; number 8, C, carries -0.52

No. 6
# C8H8BrO2

2 unconnected molecules or ions with the total composition C8H8BrO2 (the ωB97M-V functional and the def2-TZVPD basis, the Open Molecules 2025 dataset).

The value obtained for the frontier orbital gap is 6.6 eV. Its charge is -1. The value obtained for the HOMO energy is -4.09 eV.

Positions of all 19 atoms, in Å:
1 Br -0.704 -0.468 6.010
2 C 2.194 0.615 2.521
3 C 1.294 -0.441 2.381
4 C 2.224 1.346 3.709
5 C 0.423 -0.772 3.420
6 C 1.361 1.029 4.758
7 C 0.468 -0.030 4.599
8 H 2.876 0.870 1.700
9 H 1.264 -1.021 1.449
10 H 2.930 2.179 3.826
11 H -0.289 -1.602 3.318
12 H 1.378 1.599 5.696
13 O 3.083 -0.790 -1.522
14 O 4.500 0.954 -1.164
15 C 3.990 0.024 -1.847
16 C 4.527 -0.115 -3.299
17 H 3.915 0.519 -3.962
18 H 5.577 0.215 -3.368
19 H 4.462 -1.158 -3.650

Here are the Mulliken charges for atoms 1 to 8, given in e: number 1, Br, carries -0.22; number 2, C, carries -0.46; number 3, C, carries -0.49; number 4, C, carries -0.38; number 5, C, carries -0.33; number 6, C, carries -0.29; number 7, C, carries 0.23; number 8, H, carries 0.46

No. 7
# C8H8Cl2N4O

C8H8Cl2N4O in the gas phase (the ωB97M-V functional and the def2-TZVPD basis, the Open Molecules 2025 dataset).

The value obtained for the frontier orbital gap is 7.9 eV. Its charge is 0. The value obtained for the HOMO energy is -9.09 eV. The structure (SMILES) is O=N[C@@H](/N=N/Cc1cccc(Cl)c1)NCl.

Positions of all 23 atoms, in Å:
1 C -2.393 0.144 1.142
2 C -1.499 -0.129 0.102
3 C -2.073 -0.240 2.418
4 C -0.296 -1.601 1.574
5 C -0.490 -1.113 0.285
6 C -1.032 -1.119 2.660
7 C 0.486 -1.680 -0.731
8 C 1.788 1.444 -1.686
9 N 1.426 -0.686 -1.219
10 N 0.867 0.380 -1.571
11 N 2.217 1.661 -0.297
12 N 1.185 2.789 -2.241
13 O 2.667 0.672 0.190
14 Cl -0.613 -1.645 4.304
15 Cl 0.540 2.591 -3.835
16 H -3.136 0.747 0.828
17 H -1.671 0.287 -0.868
18 H -2.745 0.130 3.113
19 H 0.510 -2.298 1.720
20 H 1.065 -2.504 -0.414
21 H -0.014 -2.063 -1.526
22 H 2.797 1.144 -2.332
23 H 0.413 3.089 -1.617

Here are the Mulliken charges for atoms 1 to 8, given in e: number 1, C, carries -0.77; number 2, C, carries -0.25; number 3, C, carries -0.35; number 4, C, carries -0.43; number 5, C, carries 0.70; number 6, C, carries 0.00; number 7, C, carries -1.05; number 8, C, carries 0.13

No. 8
# C8H8Cl3NO2

C8H8Cl3NO2 in the gas phase (the ωB97M-V functional and the def2-TZVPD basis, the Open Molecules 2025 dataset).

Its spin multiplicity is 3. As for the expectation value of S²: 2.030. The value obtained for the frontier orbital gap (spin up / spin down) is 6.5 / 6.8 eV. Its charge is 0. The value obtained for the HOMO energy (spin up / spin down) is -5.99 / -9.04 eV.

Positions of all 22 atoms, in Å:
1 C 2.749 0.767 0.065
2 C 2.176 -0.568 0.030
3 C 3.873 1.180 -0.478
4 C -0.465 0.929 -0.506
5 C -1.261 -0.393 1.339
6 C -1.656 0.408 -1.323
7 C -2.434 -0.853 0.465
8 C 0.898 -0.924 0.317
9 N -0.111 -0.029 0.532
10 O 4.829 1.621 -0.962
11 O -2.760 0.128 -0.495
12 Cl 2.046 1.978 1.129
13 Cl 3.336 -1.778 -0.437
14 Cl 0.534 -2.631 0.436
15 H 0.388 1.100 -1.160
16 H -0.743 1.867 -0.017
17 H -1.563 0.502 1.892
18 H -0.981 -1.172 2.046
19 H -1.992 1.162 -2.036
20 H -1.353 -0.500 -1.869
21 H -2.180 -1.798 -0.039
22 H -3.331 -0.997 1.071

Here are the Mulliken charges for atoms 1 to 8, given in e: number 1, C, carries 0.02; number 2, C, carries 0.05; number 3, C, carries 0.27; number 4, C, carries -0.65; number 5, C, carries -1.03; number 6, C, carries -0.62; number 7, C, carries -0.35; number 8, C, carries 0.57

No. 9
# C8H8ClO2S

2 unconnected molecules or ions with the total composition C8H8ClO2S (the ωB97M-V functional and the def2-TZVPD basis, the Open Molecules 2025 dataset).

The value obtained for the frontier orbital gap is 6.3 eV. Its charge is -1. The value obtained for the HOMO energy is -3.02 eV.

Positions of all 20 atoms, in Å:
1 C -2.131 -0.849 1.625
2 C -1.217 -0.015 1.091
3 C -2.237 -2.049 1.107
4 C -0.537 -0.603 0.021
5 C -0.638 0.694 -2.391
6 C 2.495 0.753 0.564
7 C 1.305 1.128 -0.439
8 C 0.484 -0.066 -0.814
9 O -1.477 -0.083 -2.732
10 O -0.106 1.713 -2.713
11 S -1.063 -2.209 -0.159
12 Cl 1.240 -1.378 -1.803
13 H -2.804 -0.492 2.352
14 H -1.334 1.004 1.445
15 H -2.975 -2.787 1.420
16 H 2.203 -0.048 1.271
17 H 3.071 1.568 1.099
18 H 3.373 0.168 0.115
19 H 0.657 1.809 0.120
20 H 1.693 1.742 -1.179

Here are the Mulliken charges for atoms 1 to 8, given in e: number 1, C, carries -0.16; number 2, C, carries -0.94; number 3, C, carries -0.69; number 4, C, carries 0.39; number 5, C, carries 0.81; number 6, C, carries -1.16; number 7, C, carries -0.76; number 8, C, carries 0.39

No. 10
# C8H8F5N3OS2TeZn

A molecular structure, C8H8F5N3OS2TeZn (the ωB97M-V functional and the def2-TZVPD basis, the Open Molecules 2025 dataset).

The value obtained for the frontier orbital gap is 7.4 eV. Its charge is 0. The value obtained for the HOMO energy is -8.77 eV.

Positions of all 29 atoms, in Å:
1 Zn -0.862 0.578 0.794
2 C 3.716 0.240 4.027
3 S 2.018 0.636 4.515
4 C 1.143 0.422 3.036
5 S -0.542 0.756 3.126
6 N 1.823 -0.001 1.990
7 N 1.135 -0.032 0.850
8 C 1.612 -0.548 -0.215
9 C 0.848 -0.357 -1.444
10 C 1.301 -0.829 -2.667
11 C 0.599 -0.493 -3.815
12 C -0.517 0.316 -3.704
13 C -0.920 0.724 -2.441
14 N -0.274 0.375 -1.336
15 H 4.298 0.221 4.946
16 H 4.094 1.008 3.357
17 H 3.740 -0.724 3.532
18 H 2.582 -1.035 -0.239
19 H 2.192 -1.440 -2.702
20 H 0.934 -0.850 -4.779
21 H -1.083 0.628 -4.570
22 H -1.785 1.359 -2.319
23 F -5.039 0.875 -0.887
24 Te -3.662 -0.003 0.019
25 F -4.540 0.255 1.654
26 F -2.289 -1.176 0.722
27 F -3.213 -0.753 -1.664
28 F -4.726 -1.551 0.049
29 O -2.584 1.398 0.164

Here are the Mulliken charges for atoms 1 to 8, given in e: number 1, Zn, carries 0.19; number 2, C, carries -0.80; number 3, S, carries -0.02; number 4, C, carries 0.49; number 5, S, carries -0.43; number 6, N, carries -0.59; number 7, N, carries 0.24; number 8, C, carries -0.45

No. 11
# C8H8FIS

A molecular structure, C8H8FIS (the ωB97M-V functional and the def2-TZVPD basis, the Open Molecules 2025 dataset).

The value obtained for the frontier orbital gap is 8.2 eV. Its charge is 0. The value obtained for the HOMO energy is -8.93 eV.

Positions of all 19 atoms, in Å:
1 C -0.746 1.541 0.700
2 C -0.399 1.299 -0.635
3 C 0.024 0.964 1.763
4 C 0.585 0.384 -0.952
5 C 1.094 0.144 1.419
6 C 1.368 -0.165 0.096
7 C 0.935 -0.049 -2.351
8 C -1.153 -2.181 1.685
9 F 2.423 -1.039 -0.166
10 S -2.636 -1.422 1.688
11 I -0.634 -3.103 -0.193
12 H -1.468 2.232 0.825
13 H -0.969 1.963 -1.385
14 H -0.111 1.136 2.798
15 H 0.573 0.814 -2.901
16 H 1.952 -0.069 -2.305
17 H 0.527 -1.050 -2.552
18 H 1.697 -0.237 2.182
19 H -3.063 -1.161 0.284

Here are the Mulliken charges for atoms 1 to 8, given in e: number 1, C, carries -0.62; number 2, C, carries -0.55; number 3, C, carries -0.66; number 4, C, carries 0.99; number 5, C, carries -0.23; number 6, C, carries 0.07; number 7, C, carries -1.21; number 8, C, carries -0.12

No. 12
# C8H8FO2S

2 unconnected molecules or ions with the total composition C8H8FO2S (the ωB97M-V functional and the def2-TZVPD basis, the Open Molecules 2025 dataset).

The value obtained for the frontier orbital gap (spin up / spin down) is 6.7 / 6.7 eV. Its charge is -1. The value obtained for the HOMO energy (spin up / spin down) is -3.18 / -3.18 eV.

Positions of all 20 atoms, in Å:
1 C -1.807 1.680 0.140
2 C -2.283 0.345 0.174
3 C -0.408 1.888 0.100
4 C -1.384 -0.689 -0.002
5 C 0.430 0.777 -0.174
6 C -0.090 -0.496 -0.341
7 C 0.847 -1.638 -0.568
8 C 2.257 -1.273 0.122
9 O 4.236 1.538 -0.664
10 O 4.730 0.383 1.386
11 F 0.308 -2.727 0.128
12 S 4.441 0.228 -0.039
13 H -2.571 2.364 0.345
14 H -3.345 0.018 0.416
15 H -0.165 2.919 0.337
16 H -1.625 -1.672 0.143
17 H 1.569 0.778 -0.202
18 H 2.165 -1.102 1.157
19 H 1.070 -1.823 -1.567
20 H 3.071 -2.129 -0.116

Here are the Mulliken charges for atoms 1 to 8, given in e: number 1, C, carries -0.45; number 2, C, carries -0.37; number 3, C, carries -0.65; number 4, C, carries -0.34; number 5, C, carries 0.28; number 6, C, carries -0.20; number 7, C, carries 0.41; number 8, C, carries -1.54

| no. | energy (eV) | F_max (hartree/bohr) |
| --- | --- | --- |
| 1 | -40368.093 | 0.0626 |
| 2 | -14534.539 | 0.0962 |
| 3 | -8417.282 | 0.0800 |
| 4 | -44708.116 | 0.1414 |
| 5 | -84047.297 | 0.0773 |
| 6 | -82564.915 | 0.0147 |
| 7 | -41472.063 | 0.0893 |
| 8 | -51573.744 | 0.0524 |
| 9 | -35878.680 | 0.0802 |
| 10 | -105914.099 | 0.0815 |
| 11 | -30075.395 | 0.0823 |
| 12 | -26072.031 | 0.1050 |